Record 1
Entry from the Open Molecules 2025 dataset: a molecular structure, C6H13NO at a distorted geometry (ωB97M-V/def2-TZVPD).

Values from the calculation:
Max |F|: 5.74 eV/A
Kohn-Sham gap (alpha / beta): 7.2 / 7.2 eV
ΔE to the lowest compared entry with this formula, charge and spin: 144.2 kcal per mole
Highest occupied orbital energy (alpha / beta): -6.330 / -6.331 eV

Structure (XYZ):
```
21
Properties=species:S:1:pos:R:3:nbo_charge:R:1
C 0.42830 -0.14080 0.26317 0.311
C -0.28214 0.95939 2.03440 -0.224
C -0.98724 -0.11394 0.12068 -0.362
C 1.12364 -1.41886 0.63608 -0.665
N 1.18729 0.79178 -0.36906 -0.813
C -0.99869 -1.02295 -1.66068 -0.283
C -0.69687 -0.40014 -2.78914 -0.462
O 0.29076 2.24646 1.81993 -0.733
H -0.35064 2.79103 1.34943 0.457
H 0.78643 1.71810 -0.45011 0.401
H 2.13693 0.56148 -0.61503 0.402
H 0.34103 0.45360 2.77242 0.152
H -1.29310 1.06494 2.44398 0.157
H -1.55949 -0.86002 0.64854 0.229
H -1.45406 0.81569 -0.17215 0.214
H -1.43508 -2.02271 -1.67349 0.169
H 1.88869 -1.68243 -0.09451 0.224
H 1.60070 -1.28207 1.60876 0.234
H 0.42410 -2.24812 0.70417 0.229
H -0.24661 0.59205 -2.79662 0.178
H -0.90396 -0.80249 -3.78079 0.187
```

Record 2
Entry from the Open Molecules 2025 dataset: a single C3H6BBr2O4P molecule at a distorted geometry (ωB97M-V/def2-TZVPD).

Values from the calculation:
Max |F|: 4.82 eV/A
Kohn-Sham gap: 8.8 eV
Highest occupied orbital energy: -9.276 eV

Structure (XYZ):
```
17
Properties=species:S:1:pos:R:3:nbo_charge:R:1
C 1.55551 -1.69543 0.75026 -1.016
B 1.96880 -0.29840 0.04986 0.900
O 3.36484 -0.01594 -0.19216 -0.855
C 0.91383 0.88331 -0.39943 0.511
O 1.02296 1.96199 0.24760 -0.512
O -0.03107 0.75448 -1.46935 -0.556
C -1.27238 0.15750 -1.04535 -0.278
Br -2.60001 0.60026 -2.50639 0.006
P -1.99135 0.86641 0.56462 0.979
O -3.46246 0.03889 0.93014 -0.964
Br -2.59485 3.00749 -0.00733 -0.217
H 2.07829 -2.56246 0.19679 0.262
H 1.96619 -1.70331 1.82362 0.269
H 0.43727 -1.89638 0.68680 0.230
H 3.40511 0.92356 -0.50235 0.498
H -1.25353 -0.99645 -1.03467 0.236
H -3.50715 -0.02553 1.90732 0.505
```

Record 3
Entry from the Open Molecules 2025 dataset: a gas-phase ion, C3H7IN (charge +1) at a distorted geometry (ωB97M-V/def2-TZVPD).

Values from the calculation:
Total charge: +1
Max |F|: 4.18 eV/A
Kohn-Sham gap (alpha / beta): 7.9 / 8.7 eV
ΔE to the lowest compared entry with this formula, charge and spin: 108.5 kcal per mole
Highest occupied orbital energy (alpha / beta): -13.594 / -13.541 eV

Structure (XYZ):
```
12
Properties=species:S:1:pos:R:3:nbo_charge:R:1
C -0.76696 1.34105 0.13944 -0.216
C -1.04083 -0.08793 0.16031 -0.276
C 1.19850 -0.07556 -0.79400 -0.164
N 0.28940 -0.79684 0.17539 -0.593
I 3.13304 0.21577 0.06524 0.303
H -1.33818 1.89403 -0.54919 0.228
H -0.27564 1.67689 1.00035 0.200
H -1.53318 -0.52698 0.96445 0.225
H -1.44858 -0.56120 -0.78154 0.225
H 1.10773 -0.47852 -1.74646 0.192
H 0.55960 -0.74030 1.16850 0.433
H 0.11510 -1.86041 0.19751 0.443
```

Record 4
Entry from the Open Molecules 2025 dataset: a molecular structure, C40H50CrN3O2P2 at a distorted geometry (ωB97M-V/def2-TZVPD).

Values from the calculation:
Total charge: -1
Expectation value of S²: 6.017
Max |F|: 3.03 eV/A
2S+1: 5
Kohn-Sham gap (alpha / beta): 6.1 / 6.4 eV
Highest occupied orbital energy (alpha / beta): -3.379 / -3.712 eV

Structure (XYZ):
```
98
Properties=species:S:1:pos:R:3:lowdin_charge:R:1
Cr 0.73142 0.10773 -0.64229 0.599
O 2.64782 -0.63099 -0.78642 -0.180
C 3.61757 -0.16688 -1.47421 -0.343
C 4.92278 -0.81905 -1.38098 -0.040
C 5.95066 -0.42383 -2.14021 -0.146
C 5.87238 0.72789 -2.93761 -0.124
C 4.66704 1.44326 -3.02610 -0.060
C 3.49325 0.97467 -2.37815 -0.153
C 2.30118 1.68249 -2.70186 -0.086
N 1.15525 1.53837 -2.07365 -0.080
N 0.10756 2.41442 -2.46193 0.073
C -0.92614 2.19270 -1.71563 -0.491
O -1.04727 1.30174 -0.77142 -0.153
C -2.17822 2.93525 -2.06950 -0.141
C -2.25547 3.92918 -3.06540 -0.049
C -3.46163 4.48332 -3.43556 -0.106
C -4.62353 4.17494 -2.69160 -0.100
C -4.55063 3.20239 -1.70342 -0.099
C -3.35151 2.58578 -1.42561 -0.039
H 4.99348 -1.78745 -0.84287 0.118
H 6.85001 -1.04721 -2.10392 0.100
H 6.72026 1.12270 -3.45961 0.072
H 4.60664 2.33280 -3.63897 0.095
H 2.33840 2.43931 -3.50269 0.124
H -1.35069 4.31680 -3.60191 0.117
H -3.43119 5.27445 -4.19138 0.095
H -5.51154 4.75056 -2.91897 0.087
H -5.40991 2.97551 -1.07149 0.099
H -3.29884 1.72622 -0.72351 0.125
C -0.03860 -1.70341 -4.61077 -0.116
C -1.32270 -1.63546 -3.71343 -0.522
C -2.05035 -0.26390 -3.88532 -0.096
P -0.64687 -1.73824 -2.00822 1.087
C -0.05140 -3.49071 -1.77952 -0.565
C -1.07487 -4.54945 -1.51210 -0.114
C 0.96493 -3.55959 -0.71506 -0.125
C -2.00389 -1.50398 -0.82649 -0.313
C -3.33522 -1.59763 -1.18781 -0.072
C -4.33396 -1.44863 -0.22219 -0.276
C -5.79076 -1.51722 -0.59335 -0.067
C -3.92942 -1.02707 1.09376 -0.022
C -2.57594 -1.08166 1.43944 -0.036
C -1.58389 -1.26874 0.48475 -0.328
N -0.25734 -1.04416 0.90362 -0.066
C 0.08087 -1.36726 2.21741 -0.303
C -0.31767 -2.58369 2.85244 -0.036
C 0.26273 -3.01416 4.03347 -0.031
C 1.30678 -2.24450 4.70472 -0.268
C 1.99975 -2.77487 5.94218 -0.069
C 1.58287 -1.03613 4.11584 -0.083
C 1.03578 -0.55056 2.92706 -0.314
P 1.35880 1.02586 2.14273 1.109
C -0.27994 1.97608 2.57204 -0.471
C -0.01936 3.47571 2.29515 -0.124
C -0.85609 1.81282 3.99013 -0.093
C 2.81542 2.06127 2.75685 -0.553
C 2.88303 2.62803 4.17001 -0.112
C 4.09750 1.34396 2.34974 -0.119
H -0.23763 -1.79189 -5.64726 0.051
H 0.58204 -2.54039 -4.30113 0.044
H 0.45061 -0.69716 -4.44554 0.092
H -2.03055 -2.40368 -3.99156 0.093
H -1.34696 0.48691 -3.65580 0.035
H -2.96498 -0.16723 -3.32782 0.059
H -2.17126 -0.11174 -4.96159 0.081
H 0.36804 -3.62890 -2.81711 0.097
H -1.18451 -4.66105 -0.45873 0.063
H -0.60369 -5.45421 -1.89735 0.074
H -2.07079 -4.41981 -1.99051 0.083
H 0.48299 -3.26715 0.17411 0.046
H 1.77146 -2.87449 -0.93118 0.058
H 1.43910 -4.55171 -0.81735 0.097
H -3.51829 -1.84821 -2.22646 0.094
H -6.23646 -2.33546 -0.04614 0.069
H -5.87867 -1.65503 -1.66339 0.069
H -6.25482 -0.59888 -0.31911 0.058
H -4.71421 -0.62747 1.75307 0.108
H -2.34619 -0.77351 2.43128 0.096
H -0.95837 -3.24008 2.35324 0.087
H -0.14537 -3.86439 4.51043 0.084
H 2.90872 -2.20268 6.12974 0.067
H 2.38690 -3.73773 5.77201 0.049
H 1.37973 -2.73700 6.84727 0.076
H 2.34101 -0.42544 4.58268 0.088
H -0.87679 1.53568 1.82030 0.049
H 0.64209 3.93607 3.03805 0.053
H -0.95168 3.99915 2.35477 0.062
H 0.49890 3.66437 1.34498 0.073
H -0.05974 2.05591 4.70434 0.072
H -1.05314 0.76480 4.12693 0.053
H -1.74244 2.33959 4.13780 0.048
H 2.69313 2.83626 2.01890 0.076
H 3.00035 1.82775 4.91001 0.069
H 2.03332 3.26114 4.44136 0.053
H 3.75865 3.23255 4.27122 0.056
H 4.27454 0.52371 3.02190 0.065
H 4.86545 2.06656 2.46588 0.058
H 3.97020 1.00505 1.28754 0.080
```

Record 5
Entry from the Open Molecules 2025 dataset: a molecular structure, C28H53EuO2PSe2Si2 at a distorted geometry (ωB97M-V/def2-TZVPD).

Values from the calculation:
Total charge: +1
Expectation value of S²: 12.374
Max |F|: 3.87 eV/A
2S+1: 7
Kohn-Sham gap (alpha / beta): 6.2 / 8.2 eV
Highest occupied orbital energy (alpha / beta): -10.558 / -10.592 eV

Structure (XYZ):
```
89
Properties=species:S:1:pos:R:3:lowdin_charge:R:1
O -1.24549 -2.11679 -2.55579 -0.280
O -2.22659 -0.20248 -3.56726 -0.202
C -0.22594 -3.12792 -2.61317 -0.227
C 0.58109 -3.36002 -1.35089 -0.057
H 0.43315 -2.83488 -3.44481 0.119
H -0.77728 -4.00461 -2.90565 0.102
H 1.01373 -2.45146 -0.92305 0.059
H 1.41064 -4.03365 -1.63970 0.095
H 0.05440 -3.89387 -0.57900 0.070
C -2.24478 -2.32868 -1.51678 -0.242
C -3.14651 -3.42620 -1.94320 -0.056
H -2.79024 -1.38417 -1.35393 0.103
H -1.69439 -2.55203 -0.59264 0.086
H -3.64971 -3.13001 -2.86864 0.064
H -3.91198 -3.58382 -1.18170 0.093
H -2.59975 -4.35963 -2.09098 0.083
C -3.36547 0.72490 -3.64650 -0.170
C -1.92921 -0.76974 -4.88863 -0.169
C -4.44651 0.25889 -2.71982 -0.043
H -3.70950 0.67807 -4.67885 0.121
H -2.99071 1.75004 -3.51073 0.115
H -4.75437 -0.76057 -2.97943 0.088
H -5.33596 0.88231 -2.78662 0.092
H -4.11479 0.30923 -1.67478 0.086
C -3.00944 -1.72712 -5.31821 -0.047
H -0.91930 -1.20755 -4.88029 0.124
H -1.93536 0.11964 -5.54373 0.120
H -3.04826 -2.63188 -4.69752 0.070
H -2.77339 -2.09194 -6.33000 0.099
H -4.02090 -1.32537 -5.40443 0.086
H -1.50717 -0.35978 -2.80138 0.060
Eu 0.68411 1.64771 0.10992 1.341
C -0.51509 0.44400 -1.84227 -0.364
Si 0.51588 1.55753 -2.98266 0.407
H -1.24884 1.00131 -1.18821 -0.010
H 0.03587 -0.30184 -1.21847 -0.045
C 1.58531 0.33421 -3.94059 -0.154
C 1.64527 2.87042 -2.18016 -0.246
C -0.51959 2.57015 -4.18966 -0.171
C 2.78093 0.30609 -0.11052 -0.347
Si 4.09815 1.27580 0.80765 0.382
H 3.09807 -0.04025 -1.11695 -0.001
H 2.44338 -0.60409 0.43960 -0.025
C 4.98467 2.43197 -0.40671 -0.193
C 5.40303 0.21601 1.64501 -0.171
C 3.30337 2.33598 2.13893 -0.216
H 0.11274 3.31125 -4.70035 0.043
H -1.33009 3.11967 -3.67680 0.037
H -0.97356 1.96708 -4.98661 0.023
H 2.51340 0.12300 -3.39669 0.023
H 1.85519 0.71143 -4.94075 0.045
H 1.05233 -0.61807 -4.06968 0.010
H 2.51944 2.45642 -1.63838 -0.010
H 1.09950 3.57363 -1.50563 0.026
H 2.04173 3.46092 -3.01002 0.058
H 5.55926 -0.71126 1.08134 0.034
H 5.11921 -0.06549 2.66812 0.019
H 6.37134 0.73758 1.70194 0.038
H 2.83693 1.75381 2.94428 0.012
H 2.55544 3.06134 1.77375 -0.025
H 4.11901 2.91923 2.58827 0.052
H 5.98867 2.67825 -0.01840 0.038
H 4.44429 3.37561 -0.54396 0.021
H 5.12192 1.97407 -1.39882 0.035
Se -0.54371 -0.67263 1.67371 0.248
P -0.47807 0.72011 3.34851 0.148
Se -0.39781 2.79452 2.62053 0.165
C -1.87367 0.40002 4.49244 -0.410
C -2.58328 1.46058 5.06939 -0.100
C -3.55482 1.16641 6.04136 -0.073
C -3.83166 -0.14964 6.37803 -0.080
C -3.16131 -1.20255 5.75475 -0.068
C -2.17683 -0.93128 4.80046 -0.100
C 0.94238 0.26359 4.42492 -0.406
C 1.92225 -0.64414 3.99656 -0.130
C 3.00492 -0.92067 4.83016 -0.084
C 3.10952 -0.30172 6.07333 -0.075
C 2.14370 0.60813 6.48494 -0.070
C 1.05854 0.91227 5.66177 -0.081
H -2.37872 2.49670 4.79543 0.072
H -4.08372 1.97935 6.53699 0.109
H -4.58535 -0.36686 7.14004 0.112
H -3.39876 -2.23527 6.02458 0.112
H -1.65479 -1.76111 4.30584 0.095
H 1.83121 -1.12895 3.01717 0.052
H 3.77339 -1.63371 4.50201 0.113
H 3.94601 -0.54754 6.73984 0.115
H 2.21634 1.09399 7.46976 0.117
H 0.33294 1.66799 5.96907 0.113
```

Record 6
Entry from the Open Molecules 2025 dataset: a single C4H8O2 molecule at a distorted geometry (ωB97M-V/def2-TZVPD).

Values from the calculation:
Max |F|: 1.10 eV/A
Kohn-Sham gap: 10.8 eV
ΔE to the lowest compared entry with this formula, charge and spin: 55.0 kcal per mole
Highest occupied orbital energy: -9.965 eV

Structure (XYZ):
```
14
Properties=species:S:1:pos:R:3:nbo_charge:R:1
O -2.16587 0.90690 -0.76471 -0.699
C -0.90029 0.30537 -0.85455 -0.031
C -0.35352 -0.20149 0.46550 -0.298
C 0.62499 -1.33832 0.56611 -0.434
C 1.14460 0.05220 0.68029 0.092
O 1.86230 0.59098 -0.38073 -0.696
H -2.19911 1.42125 0.05109 0.464
H -0.16543 1.05715 -1.28125 0.107
H -0.95960 -0.46216 -1.63072 0.190
H -0.99439 -0.02273 1.33148 0.219
H 0.86723 -1.86889 -0.35013 0.226
H 0.59544 -1.95111 1.46122 0.222
H 1.42560 0.44346 1.65610 0.180
H 1.21805 1.06738 -0.94969 0.458
```

Record 7
Entry from the Open Molecules 2025 dataset: a gas-phase ion, C5H13N2 (charge +1) at a distorted geometry (ωB97M-V/def2-TZVPD).

Values from the calculation:
Total charge: +1
Max |F|: 4.08 eV/A
Kohn-Sham gap: 9.6 eV
ΔE to the lowest compared entry with this formula, charge and spin: 86.2 kcal per mole
Highest occupied orbital energy: -13.139 eV

Structure (XYZ):
```
20
Properties=species:S:1:pos:R:3:nbo_charge:R:1
C 0.85040 -0.44982 -1.22866 -0.654
C 0.51406 -0.47107 0.20542 -0.164
C 1.56923 -0.10588 1.12953 -0.680
C -1.05539 0.25491 0.91958 -0.005
N -2.12455 -0.63336 0.85336 -0.840
C -0.78161 1.24771 -0.08335 0.173
N -1.28197 1.28998 -1.28949 -0.698
H 1.38658 0.46325 -1.63541 0.224
H 0.07266 -0.57485 -2.01461 0.216
H 1.36401 -1.34447 -1.36102 0.256
H 0.02347 -1.50024 0.33555 0.264
H 1.84934 1.03523 1.02172 0.231
H 2.45084 -0.82124 0.95732 0.262
H 1.45276 -0.39884 2.17158 0.245
H -0.63637 0.30046 1.89538 0.258
H -2.74824 -0.84855 0.08529 0.407
H -2.43042 -1.14144 1.66556 0.418
H -0.35432 2.04174 0.42273 0.246
H -0.79981 1.92086 -1.94333 0.430
H -1.54222 0.36852 -1.63022 0.411
```

Record 8
Entry from the Open Molecules 2025 dataset: a single C7H6F2N2 molecule at a distorted geometry (ωB97M-V/def2-TZVPD).

Values from the calculation:
Max |F|: 1.80 eV/A
Kohn-Sham gap (alpha / beta): 9.1 / 7.9 eV
ΔE to the lowest compared entry with this formula, charge and spin: 50.8 kcal per mole
Highest occupied orbital energy (alpha / beta): -8.498 / -7.753 eV

Structure (XYZ):
```
17
Properties=species:S:1:pos:R:3:nbo_charge:R:1
C -0.37742 -2.01531 0.05399 -0.063
C -0.60117 -0.65784 -0.01735 -0.076
C -2.02415 -0.52971 0.06214 -0.072
C 0.33241 1.69263 0.54096 -0.459
C 0.33290 0.42091 -0.32315 -0.304
C -0.17776 1.71406 -0.82039 -0.116
C -2.77121 0.67420 -0.04882 0.746
N -2.58541 -1.74230 0.12711 -0.219
N -1.58697 -2.60689 0.13387 -0.306
F -2.75266 1.62272 0.89998 -0.321
F -3.92915 0.71011 -0.71088 -0.307
H 0.54112 -2.56779 0.03985 0.221
H -0.35679 1.67715 1.37036 0.232
H 1.26618 2.19922 0.76569 0.215
H 1.28136 0.05667 -0.71206 0.222
H 0.15755 2.30640 -1.64592 0.193
H -1.79104 -3.59145 0.19965 0.412
```

Q: max |F| of number 2 (C3H6BBr2O4P)?
A: 4.82 eV/A